[1]
The following is a quantum chemistry calculation of an isolated molecule of C24H32N4O4S, from OMol25.

Properties
E   -1851.9919 hartree
Energy relative to the best compared isomer or geometry (same formula, charge and spin)   1.1 kcal per mole
Structure (SMILES)   CCOc1ccc(N(CC(=O)NC2CCCCC2)C(=O)CCC(=O)Nc2nc(C)cs2)cc1

Positions of all 65 atoms, in Å:
C: 4.760 3.103 1.800
C: 3.887 2.633 2.959
O: 2.505 2.710 2.665
C: 1.939 1.813 1.816
C: 0.622 2.089 1.441
C: -0.072 1.231 0.617
C: 0.528 0.062 0.161
N: -0.156 -0.813 -0.721
C: 0.380 -0.878 -2.076
C: -0.147 0.303 -2.909
O: 0.551 1.250 -3.210
N: -1.439 0.160 -3.229
C: -2.226 1.192 -3.868
C: -3.106 1.916 -2.840
C: -4.199 0.999 -2.295
C: -5.056 0.462 -3.437
C: -4.189 -0.305 -4.431
C: -3.084 0.593 -4.985
C: -1.355 -1.391 -0.478
O: -1.997 -1.912 -1.382
C: -1.888 -1.415 0.940
C: -0.867 -1.738 2.035
C: -0.692 -0.574 2.975
O: -1.521 0.287 3.155
N: 0.480 -0.517 3.704
C: 1.603 -1.286 3.639
N: 1.777 -2.359 2.957
C: 3.032 -2.872 3.104
C: 3.395 -4.116 2.371
C: 3.839 -2.165 3.935
S: 3.014 -0.788 4.577
C: 1.843 -0.206 0.517
C: 2.548 0.659 1.333
H: 5.806 3.071 2.092
H: 4.498 4.123 1.532
H: 4.617 2.473 0.925
H: 4.015 3.300 3.816
H: 4.162 1.619 3.273
H: 0.163 2.991 1.810
H: -1.081 1.470 0.322
H: 1.467 -0.817 -2.032
H: 0.069 -1.824 -2.526
H: -1.931 -0.652 -2.870
H: -1.505 1.902 -4.289
H: -2.476 2.283 -2.028
H: -3.566 2.780 -3.324
H: -3.752 0.162 -1.755
H: -4.821 1.553 -1.589
H: -5.833 -0.194 -3.041
H: -5.546 1.295 -3.946
H: -3.753 -1.173 -3.934
H: -4.803 -0.672 -5.256
H: -2.446 0.026 -5.665
H: -3.534 1.412 -5.550
H: -2.697 -2.148 0.933
H: -2.342 -0.444 1.163
H: 0.097 -2.040 1.631
H: -1.223 -2.572 2.645
H: 0.536 0.294 4.311
H: 3.283 -3.961 1.300
H: 4.420 -4.401 2.589
H: 2.725 -4.922 2.663
H: 4.852 -2.366 4.216
H: 2.323 -1.106 0.161
H: 3.568 0.413 1.586

***

[2]
The following is a quantum chemistry calculation of an isolated molecule of C24H32N4O4S2, from OMol25.

Properties
E   -2250.1328 hartree
Energy relative to the best compared isomer or geometry (same formula, charge and spin)   13.7 kcal per mole
Structure (SMILES)   CCN1CCc2c(sc(NC(=O)c3ccc(S(=O)(=O)N4CCCCCC4)cc3)c2C(=O)NC)C1

Positions of all 66 atoms, in Å:
C: -6.597 -1.042 -2.269
C: -7.733 -1.473 -1.333
N: -7.507 -1.397 0.094
C: -7.622 -0.109 0.731
C: -6.436 0.857 0.514
C: -5.130 0.116 0.573
C: -5.119 -1.245 0.599
S: -3.521 -1.925 0.688
C: -2.860 -0.338 0.698
N: -1.512 -0.139 0.782
C: -0.642 -1.177 0.846
O: -1.046 -2.331 0.819
C: 0.799 -0.832 0.954
C: 1.297 0.463 0.806
C: 2.658 0.691 0.912
C: 3.514 -0.363 1.170
S: 5.281 -0.060 1.213
O: 5.516 1.263 1.714
O: 5.906 -1.172 1.868
N: 5.605 -0.069 -0.412
C: 5.915 -1.331 -1.035
C: 7.292 -1.919 -0.680
C: 8.336 -0.868 -0.301
C: 8.438 0.313 -1.270
C: 7.517 1.468 -0.878
C: 6.032 1.148 -1.057
C: 3.037 -1.651 1.323
C: 1.679 -1.884 1.213
C: -3.806 0.671 0.613
C: -3.342 2.064 0.571
O: -2.153 2.360 0.730
N: -4.259 3.023 0.331
C: -3.916 4.422 0.264
C: -6.342 -2.107 0.581
H: -5.685 -1.590 -2.048
H: -6.388 0.021 -2.188
H: -6.884 -1.253 -3.297
H: -8.626 -0.879 -1.548
H: -7.974 -2.520 -1.551
H: -8.546 0.366 0.392
H: -7.715 -0.303 1.805
H: -6.479 1.620 1.297
H: -6.547 1.347 -0.459
H: -1.278 0.864 0.823
H: 0.642 1.297 0.602
H: 3.069 1.682 0.814
H: 5.132 -2.036 -0.738
H: 5.834 -1.181 -2.115
H: 7.183 -2.591 0.171
H: 7.644 -2.502 -1.534
H: 8.100 -0.491 0.696
H: 9.302 -1.374 -0.239
H: 9.464 0.688 -1.264
H: 8.216 -0.014 -2.288
H: 7.687 1.721 0.170
H: 7.749 2.348 -1.482
H: 5.441 1.956 -0.623
H: 5.786 1.065 -2.121
H: 3.734 -2.443 1.543
H: 1.269 -2.876 1.325
H: -5.215 2.770 0.163
H: -4.126 4.823 -0.730
H: -2.851 4.513 0.471
H: -4.480 4.990 1.006
H: -6.176 -2.997 -0.029
H: -6.559 -2.447 1.605

***

[3]
The following is a quantum chemistry calculation of an isolated molecule of C24H32N4O5S, from OMol25.

Properties
E   -1927.1264 hartree
Energy relative to the best compared isomer or geometry (same formula, charge and spin)   82.4 kcal per mole
Structure (SMILES)   COc1ccccc1N1CCN([C@@H](C)C(=O)Nc2ccc(S(=O)(=O)N3CCOCC3)cc2)CC1

Positions of all 66 atoms, in Å:
C: -3.420 -2.163 -2.866
O: -3.215 -1.750 -1.540
C: -2.162 -2.287 -0.833
C: -1.256 -3.173 -1.397
C: -0.167 -3.647 -0.681
C: 0.013 -3.243 0.626
C: -0.899 -2.383 1.209
C: -1.998 -1.875 0.511
N: -2.858 -1.018 1.177
C: -4.227 -0.769 0.809
C: -4.369 0.541 -0.002
N: -3.154 1.298 0.195
C: -2.975 2.500 -0.592
C: -3.649 3.768 -0.062
C: -1.460 2.716 -0.777
O: -0.936 3.803 -0.829
N: -0.824 1.517 -0.900
C: 0.525 1.231 -1.042
C: 0.890 -0.115 -1.144
C: 2.218 -0.468 -1.259
C: 3.187 0.520 -1.267
S: 4.912 0.043 -1.309
O: 5.681 1.154 -1.785
O: 5.015 -1.224 -1.971
N: 5.382 -0.213 0.266
C: 5.541 0.930 1.132
C: 4.299 1.136 2.007
O: 3.973 -0.043 2.712
C: 3.717 -1.118 1.832
C: 4.933 -1.406 0.944
C: 2.839 1.856 -1.193
C: 1.509 2.220 -1.084
C: -2.827 1.392 1.603
C: -2.328 0.000 2.057
H: -2.578 -1.892 -3.512
H: -3.597 -3.242 -2.933
H: -4.312 -1.635 -3.202
H: -1.377 -3.489 -2.421
H: 0.526 -4.325 -1.152
H: 0.851 -3.605 1.202
H: -0.771 -2.109 2.245
H: -4.620 -1.613 0.250
H: -4.795 -0.683 1.744
H: -5.271 1.086 0.326
H: -4.463 0.321 -1.066
H: -3.373 2.288 -1.594
H: -3.435 4.593 -0.735
H: -3.266 4.026 0.921
H: -4.725 3.628 -0.001
H: -1.444 0.718 -0.781
H: 0.127 -0.878 -1.127
H: 2.517 -1.500 -1.353
H: 5.732 1.794 0.498
H: 6.411 0.753 1.775
H: 4.485 1.897 2.767
H: 3.445 1.445 1.384
H: 3.495 -1.977 2.468
H: 2.839 -0.888 1.210
H: 4.704 -2.146 0.178
H: 5.757 -1.773 1.567
H: 3.620 2.599 -1.232
H: 1.222 3.257 -1.027
H: -3.698 1.703 2.201
H: -2.036 2.129 1.746
H: -1.239 -0.025 2.016
H: -2.642 -0.187 3.093

***

[4]
The following is a quantum chemistry calculation of an isolated molecule of C24H32N6O4, from OMol25.

Properties
E   -1563.2447 hartree
Energy relative to the best compared isomer or geometry (same formula, charge and spin)   97.9 kcal per mole
Structure (SMILES)   CCCOCCn1c(=O)c(N2CCN(CCO)CC2)nc2cnc(-c3ccc(OC)nc3)cc21

Positions of all 66 atoms, in Å:
C: 1.187 -1.316 -2.158
C: -0.308 -1.534 -2.371
C: -0.824 -2.907 -1.915
O: -1.138 -2.982 -0.541
C: -0.116 -3.399 0.341
C: -0.121 -2.542 1.611
N: 0.320 -1.183 1.350
C: 1.673 -0.960 1.460
O: 2.413 -1.887 1.769
C: 2.116 0.436 1.201
N: 3.414 0.780 1.338
C: 4.550 -0.112 1.292
C: 5.204 -0.033 -0.089
N: 5.621 1.333 -0.353
C: 6.398 1.465 -1.569
C: 7.782 0.816 -1.443
O: 7.789 -0.578 -1.640
C: 4.469 2.216 -0.325
C: 3.813 2.142 1.054
N: 1.270 1.386 0.900
C: -0.048 1.104 0.789
C: -0.949 2.115 0.421
N: -2.231 1.922 0.254
C: -2.734 0.692 0.437
C: -4.173 0.552 0.211
C: -4.930 -0.528 0.684
C: -6.279 -0.581 0.423
C: -6.854 0.462 -0.314
O: -8.172 0.406 -0.567
C: -8.710 1.487 -1.305
N: -6.153 1.492 -0.763
C: -4.858 1.531 -0.505
C: -1.934 -0.390 0.797
C: -0.571 -0.191 0.988
H: 1.475 -0.341 -2.544
H: 1.453 -1.349 -1.105
H: 1.762 -2.078 -2.683
H: -0.525 -1.435 -3.436
H: -0.875 -0.765 -1.843
H: -0.111 -3.694 -2.193
H: -1.773 -3.108 -2.422
H: 0.870 -3.343 -0.128
H: -0.298 -4.445 0.631
H: -1.118 -2.521 2.049
H: 0.586 -2.977 2.322
H: 5.269 0.223 2.045
H: 4.244 -1.132 1.511
H: 4.484 -0.388 -0.851
H: 6.081 -0.680 -0.111
H: 5.873 1.039 -2.446
H: 6.543 2.533 -1.751
H: 8.465 1.297 -2.157
H: 8.162 0.974 -0.432
H: 7.448 -0.772 -2.520
H: 3.721 1.945 -1.092
H: 4.803 3.239 -0.513
H: 4.539 2.446 1.813
H: 2.932 2.780 1.094
H: -0.580 3.117 0.255
H: -4.471 -1.312 1.268
H: -6.902 -1.389 0.772
H: -8.556 2.430 -0.775
H: -9.772 1.279 -1.410
H: -8.235 1.558 -2.286
H: -4.326 2.390 -0.888
H: -2.363 -1.374 0.862

***

Maximum force values (in eV Å⁻¹) by entry order: 1.1, 1.1, 1.0, 1.1.